[1]
A molecular structure, C38H45FN5O10P2SV in a non-equilibrium geometry, computed with wB97M-V/def2-TZVPD.

largest force on an atom = 4.7 eV/A
expectation value of S² = 0.836
E_HOMO (alpha / beta) = -14.6 / -14.0 eV
multiplicity = 2
charge = +3

Structure (XYZ):
```
103
Properties=species:S:1:pos:R:3:forces:R:3
H -5.135 3.693 -2.136 0.0 0.0 0.1
C 4.305 -4.110 5.906 0.1 0.0 0.0
H -1.923 -0.038 -2.376 0.0 0.0 -0.1
H 3.982 1.206 -1.400 0.0 0.1 0.1
O -1.365 2.335 3.375 0.2 -0.2 -0.1
P 1.929 -0.269 -1.387 0.7 0.8 0.4
C 4.261 -5.254 0.251 0.2 0.0 -0.1
O 0.461 -2.653 -0.648 -0.2 -0.3 -0.1
C 2.894 -3.154 4.211 0.4 0.1 0.0
H 5.009 -2.789 4.373 0.1 0.0 0.0
H 2.635 1.952 -2.297 0.0 0.1 0.1
H 5.107 -3.658 1.402 0.0 0.0 0.0
C 4.196 -4.126 1.054 0.0 0.1 0.0
H -6.674 5.379 -5.551 -0.1 -0.1 -0.2
O -1.306 -2.376 0.963 -1.2 -1.0 0.2
H -5.623 4.244 -0.280 0.0 -0.1 0.1
H -7.242 4.095 -4.462 -0.1 0.0 -0.1
C -3.356 1.148 -3.424 0.1 -0.1 0.1
H -3.187 3.460 2.115 -0.1 0.1 0.0
H -5.005 4.484 1.340 0.0 -0.1 0.0
C 3.099 -5.912 -0.137 -0.1 0.1 0.0
C 1.792 -3.832 4.733 0.0 0.1 -0.1
O 1.870 -0.416 0.136 -0.3 -0.1 -0.4
H -6.989 1.392 -6.939 -0.1 0.2 -0.1
V -0.382 -0.874 1.590 2.2 -2.3 -1.4
O -1.267 0.016 -0.021 -0.3 0.1 -0.2
S -0.471 -3.375 0.254 0.6 -1.5 -1.5
H 2.714 -3.139 -3.211 0.0 -0.1 0.0
H -3.094 5.806 0.483 0.0 0.0 0.0
N 2.474 2.021 -0.153 -0.1 -0.5 0.2
C -2.656 0.758 -2.321 0.0 0.0 -0.1
H 6.078 0.001 -0.128 0.1 0.0 0.0
H -4.832 4.665 -4.042 0.0 0.0 0.0
H 0.949 -5.962 0.011 0.0 0.0 -0.1
C -3.713 2.514 -1.030 0.2 -0.2 -0.2
C 1.141 -1.316 2.851 1.5 0.5 -0.4
H 4.232 -0.438 4.440 -0.1 0.0 0.0
C -2.819 1.428 -1.104 0.0 0.0 0.0
N -3.858 3.199 0.171 0.1 -0.1 0.2
C -6.741 2.015 -6.080 0.3 -0.6 0.1
H 3.467 -3.465 -1.766 0.0 -0.1 0.1
C -5.122 4.023 -4.869 -0.1 -0.1 0.0
H 3.186 2.594 0.292 0.0 0.0 0.0
H -4.608 1.910 -6.461 0.0 0.0 0.0
H -7.428 1.790 -5.266 -0.1 0.1 -0.1
C 3.212 -4.789 6.425 0.0 0.0 0.0
C 1.790 -4.301 1.062 0.6 0.1 -0.2
H 6.068 1.132 4.001 0.0 0.0 0.0
H 4.160 -1.316 -1.594 0.0 -0.1 -0.1
H -5.241 0.711 -5.329 0.0 0.0 -0.1
C 5.659 0.547 3.189 0.0 0.1 0.0
H -4.452 4.250 -5.713 0.0 0.1 0.0
H 0.112 -0.441 4.934 0.0 0.1 0.1
C -1.317 1.644 2.395 -1.0 1.0 -0.1
H 6.976 1.385 1.715 0.1 0.0 0.0
H -4.608 6.513 -0.076 0.0 0.0 0.0
C -4.270 2.220 -3.389 0.1 0.0 0.2
H -6.290 3.684 -7.226 -0.1 0.0 0.0
C -6.559 4.331 -5.277 0.4 0.4 0.4
C 5.658 -0.078 0.867 0.0 0.0 0.0
C 0.992 0.176 4.765 -0.1 -0.1 0.1
H 5.223 -5.640 -0.057 0.1 0.0 0.1
O -0.453 0.648 2.235 -0.1 4.2 2.2
O 1.707 -0.287 3.602 -0.1 0.1 0.2
H 1.111 -5.185 6.238 0.0 0.0 0.0
N 2.821 -2.837 -2.246 -2.0 0.1 1.0
O 0.610 -3.783 1.515 -0.2 -0.2 -0.1
H 3.392 -1.003 -3.149 0.0 -0.1 0.0
C -4.712 4.388 0.296 0.0 0.5 -0.1
C 2.954 -3.620 1.434 -0.7 0.2 0.0
H -3.622 5.545 -1.183 0.0 0.0 0.0
N -5.002 2.625 -4.506 -0.1 0.0 -0.2
H -7.869 3.635 -6.744 0.1 0.0 -0.1
H 3.335 -5.438 7.281 0.0 0.0 0.0
H 3.159 -6.817 -0.728 0.0 0.0 0.0
O 0.749 -0.144 -2.255 0.0 -0.3 -0.2
C 4.632 -0.973 1.117 0.0 0.0 0.1
H 0.817 -3.725 4.277 0.0 0.0 0.0
C -3.964 5.640 -0.152 -0.1 -0.1 0.0
C 4.621 -0.336 3.436 0.0 -0.1 0.1
C 1.859 -5.433 0.260 -0.1 -0.1 0.2
H 1.847 -2.933 -1.744 1.2 -0.2 -0.6
O 0.024 -1.830 3.171 -1.0 -0.5 0.6
H 1.664 0.094 5.617 0.0 0.0 0.0
C 1.960 -4.647 5.841 0.0 0.0 0.0
H 2.197 1.136 0.426 0.2 0.5 0.0
H 1.629 2.570 -0.294 0.1 0.1 0.0
N -6.908 3.459 -6.441 -0.2 0.0 0.0
C 4.153 -3.301 4.792 -0.1 0.0 0.0
C -4.427 2.880 -2.175 -0.1 0.1 -0.1
H 0.690 1.211 4.625 0.0 0.0 -0.1
C 6.171 0.687 1.906 0.0 0.0 0.0
C -2.030 1.011 0.045 -0.3 0.6 0.1
C 3.228 -1.401 -2.149 -0.3 0.6 0.2
H 5.280 -4.221 6.360 0.0 0.0 0.0
P 2.746 -2.274 2.645 0.0 -0.4 0.4
C -5.306 1.753 -5.627 -0.1 0.1 0.1
H 4.234 -1.587 0.323 0.0 0.0 0.1
F -3.131 0.513 -4.588 0.0 0.1 0.0
C -3.087 2.872 1.211 0.0 -0.1 0.0
C 2.906 1.365 -1.425 -0.2 -0.5 -0.3
C -2.179 1.846 1.203 0.3 -0.5 -0.2
C 4.098 -1.104 2.397 0.1 -0.2 -0.2
```
Positions in Å, forces in eV/Å.



[2]
A molecular structure, C38H45N2OPSiV, computed with wB97M-V/def2-TZVPD.

largest force on an atom = 0.2 eV/A
relative energy (zero: lowest compared OMol25 entry of this formula, charge and spin) = 0.00 kJ/mol
expectation value of S² = 3.770
E_HOMO (alpha / beta) = -6.7 / -7.7 eV
multiplicity = 4
charge = 0

Structure (XYZ):
```
89
Properties=species:S:1:pos:R:3:forces:R:3
H 3.732 -1.431 1.772 0.0 0.0 0.0
H 2.316 2.250 3.695 0.0 0.0 0.0
C 4.102 2.712 -0.737 0.0 0.0 0.0
Si 1.263 0.174 4.557 0.0 0.0 0.0
H 0.079 3.806 -2.353 0.0 0.0 0.0
H -2.640 -0.311 2.564 0.0 0.0 0.0
C 0.399 -0.208 3.001 0.0 0.0 0.0
H 1.397 -0.282 -3.234 0.0 0.0 0.0
C 2.213 -3.538 1.116 0.0 0.0 0.0
H 1.819 2.357 -3.207 0.0 0.0 0.0
C 1.901 -3.217 -2.550 0.0 0.0 0.0
C 0.999 -3.748 -3.463 0.0 0.0 0.0
H -1.203 5.891 -2.246 0.0 0.0 0.0
H 1.678 -2.859 1.801 0.0 0.0 0.0
H 1.476 -4.051 0.500 0.0 0.0 0.0
C 1.463 -2.420 -1.495 0.0 0.0 0.0
C 1.935 -1.402 5.310 0.0 0.0 0.0
H -1.071 -3.894 -4.022 0.0 0.0 0.0
C -3.832 -1.601 1.336 0.0 0.0 0.0
C -4.609 -1.614 0.023 0.0 0.0 0.0
H -3.966 -1.313 -0.808 0.0 0.0 0.0
H 5.113 3.063 -0.578 0.0 0.0 0.0
C -3.324 -0.208 1.718 0.0 0.0 0.0
H -0.320 1.919 5.335 0.0 0.0 0.0
H 1.350 -4.365 -4.282 0.0 0.0 0.0
C -1.548 5.020 -1.704 0.0 0.0 0.0
C -2.711 5.069 -0.953 0.0 0.0 0.0
O -3.966 2.008 1.323 0.0 0.0 0.0
H -4.494 1.072 3.073 0.0 0.0 0.0
C -3.124 3.947 -0.259 0.0 0.0 0.0
H -2.292 1.907 -3.305 0.0 0.0 0.0
H -4.504 -1.901 2.148 0.0 0.0 0.0
H 1.524 1.288 0.940 0.0 0.0 0.0
H 3.267 -1.314 -1.131 0.0 0.0 0.0
C 3.538 2.773 -2.005 0.0 0.0 0.0
H 1.060 -0.923 -5.573 0.0 0.0 0.0
H -3.068 -3.633 1.290 0.0 0.0 0.0
C -0.808 0.123 -5.764 0.0 0.0 0.0
C 2.681 1.340 4.175 0.0 0.0 0.0
C -4.409 0.827 2.017 0.0 0.0 0.0
C 3.373 2.190 0.321 -0.1 0.0 0.0
V -0.882 -0.765 -0.017 0.0 0.0 0.1
N 3.162 -2.829 0.270 0.0 0.0 0.0
C -2.398 2.752 -0.303 0.0 -0.1 0.1
H 3.391 0.858 3.499 0.0 0.0 0.0
C -0.826 3.841 -1.760 0.0 0.0 0.0
H 4.897 -1.676 0.451 0.0 0.0 0.0
H -5.468 -0.941 0.036 0.0 0.0 0.0
C -0.783 -2.703 -2.249 0.1 0.0 0.1
C -1.748 0.910 -5.118 0.0 0.0 0.0
C 2.081 1.724 0.117 0.0 0.0 0.0
H 4.695 -2.924 1.689 0.0 0.0 0.0
C -2.684 -2.612 1.297 0.0 0.0 0.0
H -4.979 -2.617 -0.190 0.0 0.0 0.0
H -4.022 3.990 0.337 0.0 0.0 0.0
H -0.756 0.336 5.985 0.0 0.0 0.0
H -2.002 -2.501 2.140 0.0 0.0 0.0
H 3.809 2.134 1.310 0.0 0.0 0.0
H 2.749 -4.283 1.707 0.0 0.0 0.0
C 4.169 -2.181 1.088 0.0 0.0 0.0
C 0.101 -2.143 -1.307 -0.1 -0.1 -0.2
H 1.991 -1.074 0.077 0.0 0.0 0.0
C -0.413 0.877 -3.109 0.0 0.0 0.0
H -0.963 -0.173 -6.793 0.0 0.0 0.0
H 2.961 -3.426 -2.655 0.0 0.0 0.0
C 1.507 1.795 -1.151 0.0 0.0 -0.1
C -0.357 -3.487 -3.315 0.0 0.0 0.0
C 0.330 -0.292 -5.084 0.0 0.0 0.0
H 2.481 -1.206 6.235 0.0 0.0 0.0
H -1.858 -2.524 -2.159 0.0 0.0 0.0
H -2.103 -2.560 0.360 0.0 0.0 0.0
P -0.200 1.185 -1.323 0.0 0.0 0.0
N -2.547 0.433 0.636 0.0 0.1 0.0
C 2.245 2.319 -2.212 0.0 0.0 0.0
H 1.125 -2.098 5.534 0.0 0.0 0.0
C -2.932 1.645 0.532 0.0 0.0 0.0
H 4.106 3.170 -2.835 0.0 0.0 0.0
C 0.083 0.997 5.757 0.0 0.0 0.0
C -1.552 1.288 -3.796 0.0 0.0 0.0
H 3.221 1.626 5.081 0.0 0.0 0.0
H -5.390 0.553 1.626 0.0 0.0 0.0
H -3.294 5.979 -0.899 0.0 0.0 0.0
H 0.581 1.244 6.698 0.0 0.0 0.0
H -2.638 1.236 -5.642 0.0 0.0 0.0
C 2.488 -1.830 -0.556 0.0 0.0 0.0
C -0.077 -0.418 1.889 0.0 0.0 0.0
C 0.523 0.075 -3.764 0.0 0.0 0.0
H 2.613 -1.899 4.613 0.0 0.0 0.0
C -1.227 2.693 -1.077 0.0 0.0 0.0
```
Positions in Å, forces in eV/Å.



> The highest multiplicity belongs to which entry?

C38H45N2OPSiV